13
Properties=species:S:1:pos:R:3:forces:R:3 method="wB97M-V/def2-TZVPD" e_above_lowest_kcal_mol=150.5 orbital_gap_ev="9.3134 / 7.6099" charge=+1 e_tot_ev=-17027.04326 homo_energy_ev="-15.67 / -13.72" spin_multiplicity=1
C -1.476944 0.308537 -0.086517 -1.5 -0.5 -2.6
C -1.336216 -1.139962 0.323726 1.9 1.9 -0.9
C 2.172109 0.619610 -0.154489 0.7 -0.2 -1.3
N -0.636210 1.201206 0.412610 3.9 -0.5 0.1
N 0.946020 -0.027495 0.019579 -2.8 2.8 1.5
S 0.465313 -1.502674 0.091392 -0.7 -1.7 0.0
H -1.595944 0.481806 -1.231082 0.2 -0.4 1.4
H -2.411568 0.563755 0.366773 -1.4 0.6 0.3
H -1.613527 -1.173593 1.325034 -0.3 -0.9 1.8
H -1.942221 -1.642057 -0.353493 -0.9 -1.7 -0.8
H 1.989787 1.675324 -0.114003 0.1 0.5 -0.2
H 2.499922 0.271342 -1.138543 0.4 0.6 -0.2
H 2.939473 0.364202 0.539019 0.4 -0.4 0.9

13
Properties=species:S:1:pos:R:3:forces:R:3 method="wB97M-V/def2-TZVPD" e_above_lowest_kcal_mol=99.4 orbital_gap_ev=9.2246 smiles="C1=NCCNN1" e_tot_ev=-7690.36943 homo_energy_ev=-8.50 spin_multiplicity=1
C -0.528320 -1.458576 0.327879 1.1 -4.5 0.5
N 0.298105 -1.622239 -0.656814 -0.8 2.9 1.3
C 0.715878 -0.150016 -1.091710 0.9 -1.2 -3.9
C 0.595692 1.032882 -0.134713 2.3 -5.9 2.4
N -0.731945 0.804550 0.216206 -3.0 6.6 2.2
N -0.707805 -0.351767 1.041166 -1.1 2.8 1.1
H -1.048389 -2.316127 0.965507 1.3 1.0 -2.0
H -0.156574 -0.076460 -1.964225 2.8 0.6 1.9
H 1.795033 -0.054831 -1.515549 -1.8 -1.2 0.2
H 0.942971 1.928624 -0.495825 0.1 2.2 -1.2
H 1.171724 0.792934 0.911770 -0.3 0.7 -2.6
H -0.851853 1.832108 0.747532 -1.0 -4.0 -0.4
H -1.494515 -0.361080 1.648777 -0.6 -0.1 0.3

13
Properties=species:S:1:pos:R:3:forces:R:3 method="wB97M-V/def2-TZVPD" e_above_lowest_kcal_mol=64.8 orbital_gap_ev=10.1389 e_tot_ev=-7691.87054 homo_energy_ev=-9.20 spin_multiplicity=1
H 1.451200 -1.636434 0.528246 -0.3 0.2 0.0
N 2.309605 -1.253237 0.093699 0.3 1.2 -0.3
N 2.133950 -0.106661 -0.358145 0.0 -0.8 0.4
C 0.774152 0.445426 -0.321819 -0.1 -1.4 -0.8
C -0.229278 -0.327750 -1.138132 0.1 0.4 1.5
N -0.245653 -0.313983 0.378699 0.1 0.7 -1.5
C -1.278989 0.522993 0.978340 -0.5 -0.1 0.4
H 0.727946 1.527038 -0.401245 0.1 -0.1 0.3
H -0.997973 0.224111 -1.665486 -0.1 0.1 0.1
H 0.047102 -1.279447 -1.574158 0.2 0.1 0.1
H -2.274158 0.162946 0.695795 0.2 0.0 0.0
H -1.205848 0.449435 2.068492 0.0 0.0 -0.2
H -1.212053 1.585565 0.715713 0.0 -0.1 -0.1

13
Properties=species:S:1:pos:R:3:forces:R:3 method="wB97M-V/def2-TZVPD" e_above_lowest_kcal_mol=79.4 orbital_gap_ev=10.7919 e_tot_ev=-7691.23550 homo_energy_ev=-9.85 spin_multiplicity=1
C -0.575474 -0.726850 -1.524385 -0.4 0.0 -0.8
C -0.192117 -1.003364 -0.304226 2.8 1.0 0.6
C -0.758295 -1.343729 1.002585 -1.2 -1.8 0.1
N 2.737916 2.496223 -0.045809 1.1 -0.4 -0.9
N 1.646121 2.448390 0.170566 -0.3 0.2 0.3
N 0.572905 2.605694 0.692013 2.3 2.0 2.7
H -1.623164 -0.703455 -1.771828 -0.2 0.0 -0.4
H 0.197577 -0.585409 -2.301833 -0.8 0.1 0.4
H 0.882825 -0.922259 -0.170684 0.4 -0.2 -0.3
H -0.576650 -2.487805 1.012300 -0.4 1.6 0.6
H -1.876041 -1.188177 0.952835 1.1 -0.1 0.9
H -0.163972 -0.890050 1.862152 -1.2 -0.4 -1.1
H -0.271631 2.300793 0.426314 -3.1 -1.9 -2.1

13
Properties=species:S:1:pos:R:3:forces:R:3 method="wB97M-V/def2-TZVPD" e_above_lowest_kcal_mol=68.1 orbital_gap_ev=11.7320 charge=+2 e_tot_ev=-7673.03317 homo_energy_ev=-19.94 spin_multiplicity=1
C -0.783456 0.955021 -0.308123 -1.9 -0.8 4.1
C 0.854574 -1.899454 -0.766244 -0.6 4.4 -0.2
C -0.582836 1.810707 0.614956 0.1 -0.4 -0.7
N 0.692071 -0.737684 -0.876969 1.4 -1.6 -0.4
N -0.334713 2.649170 1.474833 0.7 -0.2 0.1
N 0.579810 -3.086701 -0.562488 1.1 0.0 0.9
H -1.236821 0.010756 0.002084 0.2 0.3 -0.1
H 1.140629 0.050262 -1.289915 0.8 0.2 -0.4
H -0.896002 1.294498 -1.239933 -0.1 1.1 -3.9
H 0.527325 2.875891 1.872211 2.6 -0.3 0.4
H -0.956428 3.253091 1.888078 -3.0 1.7 0.8
H 0.120427 -3.376388 -1.391725 -0.8 -2.6 -0.5
H 0.973875 -3.386967 0.323203 -0.4 -1.9 -0.1

14
Properties=species:S:1:pos:R:3:forces:R:3 method="wB97M-V/def2-TZVPD" e_above_lowest_kcal_mol=2.4 orbital_gap_ev=10.3921 smiles="[H]/N=C/NC(=O)NC" e_tot_ev=-9742.93093 homo_energy_ev=-9.61 spin_multiplicity=1
H -4.084736 -0.478681 -0.564602 0.1 0.0 0.1
N -3.342899 -0.415024 0.128329 0.2 0.1 -0.3
C -2.243800 -0.130567 -0.440561 -0.1 0.0 0.0
N -1.091145 0.007590 0.312183 -0.1 -0.1 0.0
C 0.165442 0.121733 -0.278415 0.1 0.0 -0.1
O 0.308662 0.210389 -1.486498 0.0 0.0 0.4
N 1.197092 0.113684 0.614879 -0.1 0.0 0.0
C 2.574680 0.151769 0.175431 0.2 0.0 -0.1
H -2.064897 0.029563 -1.505639 -0.1 0.0 0.1
H -1.195520 -0.183985 1.299234 0.1 0.0 -0.1
H 1.002428 0.106190 1.603051 0.0 0.0 -0.2
H 2.574555 0.027987 -0.908271 0.0 0.0 0.2
H 3.144164 -0.665631 0.629780 -0.1 0.1 -0.1
H 3.055980 1.104987 0.421102 -0.1 -0.1 0.0

14
Properties=species:S:1:pos:R:3:forces:R:3 method="wB97M-V/def2-TZVPD" e_above_lowest_kcal_mol=92.5 orbital_gap_ev="8.9068 / 8.9063" e_tot_ev=-9739.02057 homo_energy_ev="-9.14 / -9.14" spin_multiplicity=1
C -0.602594 -2.130443 0.146159 0.0 -0.1 0.5
N -0.170906 -1.367540 -0.985934 0.5 -0.4 -0.6
C 0.338896 -0.227649 -0.930978 -0.7 0.3 0.2
C 0.447302 0.737408 0.263256 -0.1 -0.3 -0.3
N 1.112464 1.931666 -0.150483 -0.1 0.2 0.3
N -1.006866 0.835524 0.670795 -1.0 1.4 -0.1
O -1.580648 1.869324 0.381551 1.5 -1.5 0.3
H 0.002053 -3.051264 0.179100 -0.3 0.3 0.0
H -1.642936 -2.416447 -0.032404 0.1 -0.1 0.1
H -0.547224 -1.605519 1.110056 0.0 -0.2 -0.1
H 0.619318 0.255194 -1.855778 0.2 0.1 -0.3
H 0.948785 0.211209 1.076766 0.0 0.2 0.1
H 0.418232 2.609065 -0.464281 0.2 0.0 0.0
H 1.664122 2.349472 0.592176 -0.2 0.0 -0.1

14
Properties=species:S:1:pos:R:3:forces:R:3 method="wB97M-V/def2-TZVPD" e_above_lowest_kcal_mol=106.4 orbital_gap_ev="7.3409 / 7.3447" e_tot_ev=-9738.41897 homo_energy_ev="-6.91 / -6.92" spin_multiplicity=1
C 1.417432 0.858165 -0.559699 0.1 0.1 0.0
N 0.168116 0.154950 -0.873361 -0.1 0.0 0.1
C -0.231234 -0.791083 0.106999 -0.2 0.0 0.1
N 0.687388 -1.657180 0.699145 -0.1 -0.1 0.0
C -1.519904 -0.387522 0.416785 0.2 0.0 0.1
O -2.513943 -0.682241 1.061738 0.2 0.0 -0.1
N -1.364478 0.923338 -0.350700 0.0 0.1 -0.1
H 2.229709 0.274461 -1.004477 -0.1 0.1 0.0
H 1.612613 0.969693 0.515043 0.0 0.0 -0.1
H 1.399685 1.832697 -1.057245 0.0 -0.2 0.1
H 0.443080 -1.883491 1.655944 0.1 0.0 -0.1
H 0.835572 -2.516835 0.179374 0.0 0.1 0.1
H -1.040977 1.717259 0.195887 0.0 -0.2 -0.1
H -2.123064 1.187790 -0.985429 0.1 0.0 0.1

14
Properties=species:S:1:pos:R:3:forces:R:3 method="wB97M-V/def2-TZVPD" e_above_lowest_kcal_mol=190.4 orbital_gap_ev=9.3617 e_tot_ev=-9734.77615 homo_energy_ev=-8.24 spin_multiplicity=1
C -2.459838 -0.287201 -0.676572 1.3 -1.5 3.5
C -0.832077 -0.797355 0.701019 -2.4 -0.6 -1.6
C 2.634335 0.215603 -0.031037 -1.5 0.8 -1.6
N -1.902869 0.385244 -1.517805 -0.9 2.2 -2.6
N -0.378261 0.261295 1.518183 -0.2 -0.6 1.4
N 0.179179 0.014532 0.197960 1.3 1.5 -0.8
O 1.486292 -0.571194 0.315819 -0.2 -0.3 1.0
H -3.493214 -0.585928 -0.293657 1.3 0.5 -0.9
H -0.694395 -1.851716 1.015718 0.0 0.8 -0.3
H 3.043618 0.990950 0.608344 -0.6 -0.1 0.9
H 2.492512 0.699998 -1.006509 -0.3 0.0 0.1
H 3.363773 -0.517697 -0.212119 1.1 -1.0 0.1
H -2.406766 1.003167 -2.269202 0.7 -1.8 1.8
H -1.032289 1.040301 1.649859 0.6 0.1 -1.0

14
Properties=species:S:1:pos:R:3:forces:R:3 method="wB97M-V/def2-TZVPD" e_above_lowest_kcal_mol=77.5 orbital_gap_ev=7.6546 e_tot_ev=-9739.67281 homo_energy_ev=-7.21 spin_multiplicity=1
C -0.396579 -2.189710 0.786111 -0.1 0.3 0.0
N 0.682369 -1.596552 -0.095673 0.2 0.0 -0.2
C 0.667046 -0.188250 -0.659364 0.1 0.2 -0.2
O 1.312315 0.071630 -1.645284 -0.3 -0.2 0.5
N -0.116177 0.623446 0.072735 0.0 -0.1 0.0
C -0.300789 1.971162 -0.240864 -0.1 0.1 0.1
N -1.053338 2.687102 0.478920 0.2 -0.1 -0.3
H -1.343358 -1.970524 0.276174 0.1 -0.1 0.1
H -0.345150 -1.633125 1.732728 0.0 -0.1 -0.1
H 0.804703 -2.184337 -0.923681 0.0 0.1 0.1
H 1.566988 -1.689397 0.408908 -0.1 0.0 -0.1
H -0.655659 0.187624 0.821950 0.1 0.0 -0.1
H 0.260545 2.273184 -1.128887 -0.1 0.0 0.1
H -1.082917 3.637747 0.116226 0.0 -0.1 0.1